The following is a DFT calculation (ωB97M-V with the def2-TZVPD basis set) of a 12-piece molecular cluster, C24H56N8O24 overall.

Atoms and positions in Å:
C 6.24292 -12.42571 1.43493
C 11.85968 -15.55115 3.33132
H 1.85443 -13.76802 -4.41874
H 7.20873 -14.44980 6.21168
H 1.63669 -11.22386 -7.66376
C 1.19466 -13.96091 -3.57281
O 12.97721 -15.18927 4.04249
C 8.77221 -15.91821 -3.67511
N 7.37028 -16.93259 1.47813
H 8.43575 -15.63347 -4.67202
C 15.34066 -15.21261 3.66856
C 6.69896 -16.52056 5.70395
H 7.90801 -12.69062 2.88014
C 2.67212 -11.52011 -7.83177
O 4.07913 -16.36499 -3.45777
H 2.52392 -15.10109 6.48452
H 6.35842 -7.41500 0.10354
C 5.39397 -12.82640 -0.73273
H 10.93412 -12.83884 -5.21929
H 11.01125 -13.78183 2.35370
N 10.26256 -16.38457 -3.75965
N 2.51595 -15.47341 2.62289
H 9.86331 -14.83718 3.19956
O 2.89077 -7.39828 -0.18098
H 4.57688 -15.23245 2.52949
C 7.10667 -8.18359 0.29715
N 4.72153 -16.55707 -2.43628
H 3.87588 -16.68637 -0.51388
H 4.80318 -11.62662 -4.41736
H 7.13602 -17.51749 5.76060
C 3.27755 -11.71757 -6.44292
N 8.47143 -7.75007 -0.17586
H 6.04241 -14.06398 -5.79826
H 6.35506 -13.02643 3.44837
C 10.00014 -12.91491 -5.77608
O 0.29450 -12.26906 -2.21055
H 16.28244 -15.68167 3.95343
H 3.71839 -15.02255 0.99707
H 7.12129 -13.10103 -2.05049
H 14.04148 -16.95792 3.57952
O 4.69691 -14.91726 4.88374
O 1.74673 -14.85928 3.31970
H 9.18429 -17.66213 0.81232
H 8.78292 -15.03934 -3.03046
H 4.67103 -18.18745 -1.17193
H 7.55321 -15.48563 7.54336
H 3.79871 -9.46908 -1.44310
C 7.56135 -15.45235 6.45390
H 14.38374 -16.26995 5.18739
C 4.02632 -17.33312 -1.37826
O 10.77422 -16.80412 -2.70879
H 8.60041 -15.43886 6.12486
C 3.15817 -15.98751 6.49381
O 5.86224 -13.31094 0.50293
O 9.31098 -8.59508 0.03453
O 2.46012 -12.49297 -2.26608
C 5.47356 -13.65272 -4.96438
H 1.59070 -14.87153 -3.12333
H 0.14203 -14.05917 -3.83811
O 3.25664 -6.76658 -2.26255
C 14.10880 -16.03698 4.15868
C 8.13887 -17.72055 0.50938
H 3.23285 -16.40541 7.49775
H 10.98762 -13.75080 4.02518
O 11.65402 -16.67057 2.84389
N 1.32412 -12.83275 -2.57566
H 4.65499 -12.04229 -0.56789
H 4.50683 -14.11169 -4.75729
H 2.05836 -9.59431 -1.44757
H 15.46316 -14.20224 4.05873
H 3.14227 -10.69439 -8.36586
H 9.74388 -13.93250 -6.07096
C 6.96880 -13.13774 2.55448
H 6.24532 -11.65297 -5.45928
H 2.64467 -16.71599 5.86632
H 2.99698 -9.09093 -2.92355
O 6.02407 -11.24226 1.55015
H 6.08752 -11.77277 -2.49745
O 2.33988 -16.63980 2.39000
H 6.68096 -16.33705 4.62965
O 8.60971 -6.61360 -0.64943
H 6.14995 -13.71429 -4.11186
C 2.89225 -9.01322 -1.84138
C 3.68170 -14.81688 2.06685
C 6.47297 -12.32627 -1.64119
O 5.85644 -16.14419 -2.19127
H 7.04783 -11.61214 -1.05157
C 4.49741 -15.73544 5.82861
O 8.88314 -12.80884 -3.72062
H 15.39068 -15.21077 2.57971
O 10.78480 -16.48695 -4.82147
H 10.11224 -12.34177 -6.69643
O 5.42438 -16.50790 6.29280
O 2.57716 -11.41534 -5.43915
H 2.69036 -12.43707 -8.42079
H 4.83616 -13.59089 -1.27359
N 8.99289 -12.32438 -4.83862
O 8.38844 -11.32797 -5.14572
C 10.88456 -14.45620 3.20062
O 8.00748 -16.43097 2.43778
H 8.21742 -16.80343 -3.36414
C 5.29742 -12.14418 -5.23953
O 4.62565 -11.94884 -6.46216
H 7.10122 -14.18489 2.28235
H 8.07695 -17.13021 -0.40483
H 3.61893 -13.78270 2.40547
H 7.07287 -8.28899 1.38152
H 6.85350 -9.05688 -0.30398
H 7.75617 -18.74074 0.53857
O 6.15142 -16.83609 1.34666
N 2.99632 -7.60398 -1.41382
H 3.07666 -17.66681 -1.79645

Force components x, y, z for each atom (eV/Å):
C 0.9910 0.3375 2.2857
C 0.5878 -2.7356 -0.9220
H -0.2674 0.4784 0.0833
H -0.3186 -0.0278 -0.1732
H 0.0620 -0.1723 -0.0270
C 0.1212 -0.1596 0.2912
O -1.3626 -0.1592 -0.3344
C 1.3340 -0.0803 -0.4103
N -0.2201 1.0300 2.7207
H 0.3044 -0.0561 0.0455
C 0.2334 -0.7270 -0.4889
C 2.0710 1.1024 0.1792
H 0.0868 0.2102 -0.6571
C -0.2000 -0.3281 0.6040
O 0.8549 0.1541 0.3089
H 0.2758 0.0468 -0.0018
H 0.3365 0.2006 -0.4055
C -1.5390 0.6264 -1.2956
H -0.0493 -0.4570 -0.0770
H 0.2862 -0.5390 -0.4438
N -1.1026 -1.3690 2.4299
N -0.9765 -0.2889 0.8210
H 0.1883 -0.1406 -0.1623
O 0.1487 -0.1256 -2.4757
H -0.2179 -0.2392 -0.0278
C -0.9020 0.9550 -0.5918
N 0.0340 0.5220 0.0791
H 0.2545 -0.2152 -0.0300
H -0.1722 -0.0406 -0.1088
H -0.3136 -0.0891 0.6618
C -1.2547 2.3811 1.5897
N -1.1757 1.0880 0.6803
H -0.4876 -0.3997 -0.1648
H -0.2972 -0.3700 -0.0154
C 0.4431 0.2054 -0.2608
O 1.2099 -0.7858 -0.2563
H -0.0968 -0.4770 0.2276
H -0.1248 0.4048 0.1563
H 0.0006 -0.0305 0.3311
H -0.3912 0.1333 0.0435
O -0.7334 -2.2497 2.6752
O -0.0802 1.1437 0.3614
H -0.1665 -0.2473 0.2000
H -0.3101 -0.4908 0.2015
H -0.0912 0.2021 0.3521
H -0.1688 -0.6186 -0.0504
H -0.0106 -0.0669 0.1997
C -0.0628 0.1740 -0.8458
H -1.0030 -0.0846 0.2626
C -0.0950 -0.3980 -0.1377
O -0.9575 1.0450 -0.9956
H 0.0581 -0.3847 -0.0483
C -0.0181 0.2208 -0.3798
O 0.3752 -0.0589 -0.2205
O 0.7708 0.5070 -0.5832
O -0.7605 -0.4054 0.0336
C 0.5539 1.6114 0.0458
H -0.1998 0.1005 0.2986
H 0.2855 0.0773 0.0245
O -0.2857 -0.5015 0.8342
C 2.1851 0.8316 -0.4731
C 0.8604 0.6200 -0.0156
H 0.2267 0.1019 -0.1265
H -0.0088 -0.1766 0.3103
O 0.9858 2.1952 1.2030
N -0.2629 0.7858 -0.4968
H 0.0614 0.1783 0.2107
H 0.3134 -0.2800 -0.1473
H -0.1402 0.6634 0.0767
H -0.7150 0.0225 0.0188
H 0.3472 -0.2418 0.0425
H -0.0295 -0.0084 0.5923
C -0.2502 -0.5320 0.0381
H 0.0567 -0.2147 0.5473
H -0.0256 -0.1408 -0.0411
H -0.4282 0.2904 0.1125
O -0.4835 -0.3345 -1.6271
H -0.2829 -0.0529 0.0833
O 0.4481 -1.6283 -0.8642
H -0.3361 0.4961 0.1015
O 0.2253 -1.9581 0.5472
H -0.2739 -0.2907 0.3059
C 0.9674 -0.9570 -0.4932
C 0.9404 0.6995 0.2128
C 0.6991 0.5218 0.2324
O -1.1129 -0.4154 -0.5857
H 0.4539 0.0303 -0.2312
C -0.7270 3.0258 -2.8800
O 0.4701 -0.6342 -0.5862
H -0.2424 0.3700 -0.0663
O 0.4949 0.5155 -1.6257
H -0.4604 0.3267 0.3402
O 0.0956 -1.6384 0.8373
O 2.6810 -1.7161 -2.3282
H 0.2003 0.1131 -0.0879
H 0.0415 -0.5171 0.5501
N -0.1574 0.3659 0.8567
O 0.0703 0.2858 -0.9406
C -0.7016 1.4563 0.7814
O -1.3500 -0.8652 -1.9544
H 0.1032 0.3753 0.4120
C 0.7969 -0.4103 0.4243
O -2.8333 -0.0557 -0.7202
H 0.0884 0.0581 0.4298
H -0.4087 -0.6888 -0.3723
H 0.0010 0.0022 -0.6466
H 0.5848 -0.6544 -0.2480
H 0.1184 -0.1947 0.6169
H -0.0651 0.2731 -0.5042
O 1.3942 -0.1412 -0.0952
N -0.2502 0.5880 1.7251
H 0.1795 0.1167 0.1118

HOMO in eV: -10.3
Frontier orbital gap in eV: 9.65
LUMO energy in eV: -0.69
Spin multiplicity: 1
SMILES string: C[N+](=O)[O-].C[N+](=O)[O-].C[N+](=O)[O-].C[N+](=O)[O-].C[N+](=O)[O-].C[N+](=O)[O-].C[N+](=O)[O-].C[N+](=O)[O-].CCOC(C)=O.CCOC(C)=O.CCOC(C)=O.CCOC(C)=O
Net charge: 0